1.
{
  "formula": "C6H9N",
  "method": "ωB97M-V/def2-TZVPD",
  "homo_lumo_gap_ev": [6.686, 7.855],
  "spin_multiplicity": 1,
  "e_homo_ev": [-6.74, -7.27],
  "elements": ["H", "H", "H", "C", "H", "H", "H", "C", "C", "C", "N", "H", "C", "H", "C", "H"],
  "positions_angstrom": [[0.571, -1.270, 1.808], [-1.429, -1.616, -0.028], [0.665, 1.837, -1.274], [0.774, -1.322, -0.698], [-1.425, 2.347, -0.099], [0.886, -1.327, -1.793], [1.204, -2.237, -0.273], [-0.568, -0.940, -0.063], [0.214, -0.457, 1.160], [0.406, 0.956, -0.681], [-0.899, 0.382, -0.771], [-2.189, 1.032, 0.847], [1.250, 0.032, 0.049], [-0.491, 0.968, 1.245], [-1.271, 1.352, 0.327], [2.301, 0.262, 0.244]],
  "atomic_forces_ev_per_a": [[-0.15, 0.33, -0.10], [0.26, 0.23, 0.03], [-0.10, -0.38, 0.30], [0.19, 0.06, 0.07], [0.18, -0.18, 0.18], [-0.11, 0.05, 0.32], [-0.15, 0.30, -0.05], [-0.38, 0.19, -0.14], [0.52, -0.47, -0.45], [0.46, 0.28, -0.65], [0.31, 0.10, 0.83], [0.15, 0.11, -0.18], [0.00, -0.38, 0.09], [-0.24, 0.31, -0.36], [-0.57, -0.55, 0.14], [-0.37, 0.00, -0.03]],
  "lowdin_charge": [0.095, 0.139, 0.133, -0.081, 0.080, 0.108, 0.106, -0.291, -0.077, -0.128, -0.089, 0.094, -0.205, 0.111, -0.127, 0.131]
}

2.
{
  "formula": "C21H35BrI2N5O3SSn",
  "method": "ωB97M-V/def2-TZVPD",
  "homo_lumo_gap_ev": 7.735,
  "spin_multiplicity": 1,
  "charge": 1,
  "e_homo_ev": -10.40,
  "elements": ["H", "H", "H", "H", "C", "C", "Sn", "H", "H", "C", "H", "N", "H", "H", "H", "H", "Br", "H", "H", "N", "H", "O", "H", "H", "H", "H", "I", "H", "C", "C", "H", "C", "H", "H", "C", "C", "N", "C", "H", "S", "H", "N", "H", "C", "C", "H", "C", "H", "C", "O", "C", "C", "H", "C", "C", "C", "O", "H", "H", "H", "N", "C", "H", "C", "H", "I", "H", "C", "H"],
  "positions_angstrom": [[-3.864, -3.797, 1.053], [-3.119, -1.226, -0.984], [2.523, 1.775, -6.669], [2.604, 4.800, -6.169], [-5.407, -0.700, 0.841], [2.534, -3.769, 1.003], [2.051, 0.689, -1.096], [-4.030, -2.639, 3.355], [2.015, -0.480, 2.482], [-0.663, 0.877, 4.199], [-4.509, -2.982, -0.380], [2.533, -2.710, -2.374], [-0.712, 1.822, 3.650], [3.399, -3.218, 1.359], [2.595, -4.812, 1.293], [-0.944, -1.880, 4.413], [-0.595, -0.223, -2.056], [-5.721, -2.260, 3.025], [2.923, 3.011, -7.871], [2.581, -1.557, -3.150], [-5.600, -3.466, 0.921], [2.880, -1.551, -0.431], [1.556, 1.212, 2.705], [1.978, 0.219, 4.111], [-5.269, 0.277, 1.313], [3.805, 3.646, -5.607], [5.525, 2.120, 0.263], [2.320, -3.606, -2.776], [0.053, -1.525, 4.145], [2.344, 2.808, -6.970], [-5.286, -0.576, -0.239], [2.750, 3.770, -5.846], [1.794, -1.546, -3.782], [1.284, 2.915, -7.215], [-2.103, -0.928, 2.216], [4.215, 3.187, 1.539], [-0.629, 3.661, -1.883], [-2.982, -1.212, 1.179], [3.439, -1.529, -3.686], [0.575, 4.517, -4.173], [-0.718, 3.004, -1.125], [2.168, 2.580, -3.756], [0.613, -1.379, 5.073], [-0.806, -0.426, 2.063], [2.635, -2.597, -1.027], [4.718, 4.095, 1.832], [0.019, -0.208, 3.350], [-1.275, 4.425, -1.938], [1.481, 0.214, 3.136], [2.494, -3.773, -0.444], [1.959, 3.529, -4.595], [-1.241, -0.500, -0.272], [3.991, 2.559, 2.389], [-2.511, -1.005, -0.115], [-4.407, -1.719, 1.409], [-4.604, -3.071, 0.706], [0.802, 0.456, 0.518], [0.548, -2.313, 3.568], [1.623, -3.317, 1.391], [-0.095, 1.044, 5.119], [1.264, 2.564, -2.716], [-0.359, -0.141, 0.761], [-6.432, -1.030, 1.029], [0.362, 3.503, -2.793], [-1.681, 0.593, 4.478], [2.359, 3.772, 0.677], [-2.445, -1.109, 3.226], [-4.698, -1.902, 2.900], [-4.606, -0.960, 3.448]],
  "atomic_forces_ev_per_a": [[-0.05, 0.02, -0.02], [0.05, 0.01, 0.07], [-0.01, 0.04, -0.02], [0.04, 0.04, 0.02], [0.01, 0.02, 0.01], [-0.02, 0.00, -0.09], [0.52, -0.04, 0.11], [-0.06, 0.05, -0.03], [-0.03, 0.04, 0.07], [-0.05, 0.03, 0.02], [0.01, 0.00, 0.08], [-0.07, 0.12, 0.33], [0.01, -0.07, 0.05], [0.05, 0.01, -0.03], [-0.01, -0.02, -0.03], [0.08, 0.02, -0.01], [-0.09, -0.06, -0.16], [0.03, 0.01, 0.01], [-0.02, -0.01, 0.04], [-0.03, 0.07, -0.01], [0.06, 0.04, -0.03], [-0.40, -0.19, -0.08], [-0.01, -0.04, 0.01], [-0.04, 0.01, -0.05], [-0.03, -0.04, -0.03], [0.02, 0.00, 0.03], [-0.09, -0.01, -0.02], [0.02, -0.13, -0.03], [-0.01, -0.03, 0.01], [-0.03, 0.03, 0.07], [0.00, -0.01, 0.07], [-0.12, -0.14, -0.04], [-0.13, 0.07, -0.09], [0.07, 0.00, 0.01], [0.03, -0.03, 0.09], [-0.04, -0.04, -0.06], [0.24, -0.02, -0.09], [-0.03, 0.02, -0.03], [0.09, 0.04, -0.05], [0.02, 0.03, -0.06], [0.00, -0.01, -0.05], [-0.12, 0.01, 0.20], [-0.03, -0.02, -0.06], [0.04, 0.01, 0.12], [0.26, 0.01, -0.09], [0.03, 0.09, 0.07], [-0.03, 0.01, -0.03], [-0.03, 0.01, -0.02], [0.02, -0.04, -0.02], [-0.02, -0.03, 0.24], [-0.14, 0.06, 0.07], [0.22, 0.12, -0.13], [-0.02, -0.02, 0.06], [-0.02, -0.05, 0.05], [0.02, 0.00, 0.01], [0.05, -0.01, -0.01], [0.08, 0.13, -0.40], [-0.03, 0.05, 0.04], [-0.02, 0.02, -0.01], [-0.04, -0.01, -0.07], [-0.09, -0.06, -0.06], [-0.31, -0.14, 0.16], [0.08, 0.02, -0.03], [-0.06, 0.02, 0.04], [0.09, 0.03, -0.03], [0.07, 0.03, -0.02], [0.06, 0.04, -0.07], [-0.04, -0.02, 0.03], [-0.02, -0.07, -0.03]],
  "lowdin_charge": [0.092, 0.109, 0.073, 0.104, -0.044, 0.002, 1.120, 0.091, 0.082, -0.037, 0.078, 0.017, 0.092, 0.099, 0.100, 0.078, 0.822, 0.090, 0.078, 0.021, 0.089, -0.094, 0.052, 0.090, 0.091, 0.117, 0.731, 0.163, -0.041, -0.091, 0.079, -0.237, 0.082, 0.078, 0.023, -1.153, 0.118, -0.164, 0.107, 1.121, 0.092, 0.008, 0.090, -0.075, -0.575, -0.042, -0.522, 0.104, -0.059, 0.005, -0.596, -0.522, -0.043, -0.079, -0.559, -0.045, -0.433, 0.081, 0.089, 0.090, -0.188, -0.378, 0.089, -0.731, 0.082, 0.770, 0.092, -0.064, 0.090]
}

For the records above, the corresponding electronic energy values read -7851.189; -138844.088 eV.
For the records above, the corresponding ΔE to the lowest compared entry with this formula, charge and spin values read 672.6; 31.3 kJ/mol.